Version w
Molecular formula: C5H14
Method: DFT, wB97M-V/def2-TZVPD

Summary:
**HOMO-LUMO gap**: 0.444 hartree
**SMILES string**: CCC.CC
**Highest occupied orbital energy**: -10.97 eV

Cartesian coordinates (Å):
C -1.40954 -0.75913 2.77560
C -0.54276 -0.07332 1.67090
C -1.39990 1.02871 1.01336
H -2.17323 -1.32637 2.29034
H -1.69911 -0.14776 3.62138
H -0.79402 -1.53579 3.35419
H 0.25957 0.33998 2.20962
H -0.12461 -0.89359 0.86153
H -2.44457 0.72461 0.61550
H -1.59245 1.67341 1.68373
H -0.76566 1.32773 0.16457
C 1.42842 0.05823 -1.97830
C 1.81250 -0.23051 -3.35664
H 0.54916 0.56660 -1.74948
H 1.43908 -0.75660 -1.29247
H 2.13799 0.77056 -1.51180
H 2.27228 -1.24048 -3.31205
H 2.58051 0.52957 -3.59838
H 1.02275 -0.17576 -4.08616


Version x
Molecular formula: C5H14
Method: DFT, wB97M-V/def2-TZVPD

Summary:
**HOMO-LUMO gap**: 0.452 hartree
**SMILES string**: CCC.CC
**Highest occupied orbital energy**: -11.19 eV

Cartesian coordinates (Å):
C 0.43709 1.78947 -1.72329
C 1.75324 1.61801 -0.94274
C 1.73160 0.31496 -0.05528
H -0.29623 2.13418 -1.07746
H 0.17275 0.81048 -2.11353
H 0.55106 2.43242 -2.51594
H 2.66939 1.69251 -1.55112
H 1.87102 2.48727 -0.26148
H 0.79441 0.30846 0.58824
H 1.71392 -0.55170 -0.70949
H 2.58151 0.59275 0.60098
C -1.15884 -1.87109 1.57559
C -2.57897 -1.70632 0.99494
H -0.92779 -1.33556 2.58284
H -0.98848 -2.98931 1.88927
H -0.19417 -1.53226 0.98695
H -3.16693 -2.60018 0.61738
H -2.55781 -0.88140 0.14976
H -3.32726 -1.43789 1.71835


Least stable of them? version w.